Entry 1:
{
  "formula": "C5H32O11",
  "method": "ωB97M-V/def2-TZVPD",
  "spin_multiplicity": 1,
  "lumo_energy_ev": -0.06,
  "largest_force_ha_per_bohr": 0.0818,
  "smiles": "C=CCCC.O.O.O.O.O.O.O.O.O.O.O",
  "orbital_gap_ev": 8.72,
  "elements": ["C", "C", "C", "C", "C", "H", "H", "H", "H", "H", "H", "H", "H", "H", "H", "O", "H", "H", "O", "H", "H", "O", "H", "H", "O", "H", "H", "O", "H", "H", "O", "H", "H", "O", "H", "H", "O", "H", "H", "O", "H", "H", "O", "H", "H", "O", "H", "H"],
  "xyz": [[4.147, 0.800, 0.208], [3.047, 0.693, 0.963], [2.252, -0.533, 1.005], [2.099, -1.294, 2.307], [1.718, -0.623, 3.647], [4.315, 0.074, -0.535], [4.862, 1.600, 0.395], [2.819, 1.446, 1.685], [1.272, -0.313, 0.565], [2.694, -1.108, 0.098], [3.203, -1.836, 2.296], [1.493, -2.150, 2.223], [0.737, -0.331, 3.884], [2.228, -1.177, 4.433], [2.187, 0.366, 3.753], [-2.044, 3.203, -2.253], [-2.200, 3.139, -3.176], [-1.220, 2.991, -1.923], [3.021, 1.574, -1.773], [2.242, 1.268, -1.292], [3.161, 1.196, -2.623], [-2.605, -2.586, 2.093], [-2.534, -3.255, 1.403], [-1.739, -2.271, 2.334], [-3.180, -3.166, -0.454], [-2.330, -2.730, -0.952], [-3.810, -2.488, -0.256], [0.240, 1.488, -2.964], [0.145, 1.760, -3.895], [-0.416, 0.730, -2.836], [-0.117, -1.068, -3.468], [0.344, -1.726, -2.948], [-0.902, -1.526, -3.765], [1.041, -2.347, -1.321], [0.181, -2.850, -1.216], [0.894, -1.520, -0.841], [-0.548, 1.207, 0.006], [-1.344, 1.736, 0.127], [0.161, 1.790, 0.243], [-2.564, 2.991, 1.098], [-2.604, 3.168, 2.020], [-3.313, 3.488, 0.793], [-4.192, 0.635, 0.256], [-3.320, 1.025, 0.430], [-4.761, 1.345, 0.008], [-1.504, -1.120, -0.239], [-1.235, -0.220, -0.051], [-2.018, -1.477, 0.504]],
  "forces_ev_per_angstrom": [[-0.63, 0.73, 2.16], [1.80, 0.18, 0.69], [-1.35, -0.59, -3.22], [3.65, -1.03, 0.12], [3.13, 1.04, -0.58], [0.71, -0.80, -0.53], [-0.29, 0.01, -0.59], [0.00, 0.60, 0.51], [-0.52, 0.21, 0.47], [-0.51, -0.09, 2.03], [-2.43, 1.41, 1.11], [-1.10, -1.04, -0.68], [-1.79, -0.67, -0.09], [-0.63, -0.25, 0.25], [0.42, -0.07, -0.34], [-3.80, 1.39, 1.14], [0.74, -0.36, -0.96], [2.94, -1.02, -0.16], [0.39, 1.42, 0.71], [0.10, -0.26, -1.01], [-0.78, -0.68, -0.91], [-0.54, 0.39, 0.46], [0.14, -0.08, -0.23], [0.53, -0.24, 0.14], [3.54, -0.42, -2.17], [-3.62, -0.98, 1.87], [-0.30, 1.05, -0.10], [-1.30, -0.43, -0.02], [0.09, -0.38, 0.61], [1.51, 1.19, -0.49], [-0.54, 0.10, -0.64], [0.63, -0.20, 0.60], [-0.36, -0.10, -0.24], [-1.30, -1.09, -0.06], [1.50, 1.01, 0.13], [-0.26, -0.28, -0.01], [-0.42, 0.33, -0.14], [-0.10, 0.44, 0.06], [0.69, 0.35, 0.21], [0.32, -0.29, -0.69], [0.33, -0.07, 1.44], [-0.51, 0.38, -0.84], [0.90, -0.95, 0.35], [-0.69, -0.01, -0.07], [-0.48, 0.81, -0.29], [-0.26, -1.26, -0.15], [0.39, 0.19, 0.15], [0.05, 0.42, 0.00]],
  "mulliken_charge": [-0.694, -0.371, 1.517, -0.823, -1.302, 0.256, 0.259, 0.273, -1.300, 0.347, 0.252, 0.433, 0.378, 0.359, 0.327, -0.600, 0.272, 0.332, -0.593, 0.340, 0.282, -0.703, 0.382, 0.310, -0.736, 0.370, 0.319, -0.565, 0.245, 0.382, -0.622, 0.325, 0.277, -0.772, 0.343, 0.468, -0.508, 0.045, 0.296, -0.550, 0.247, 0.261, -0.616, 0.347, 0.268, -0.366, 0.115, 0.494]
}

=====

Entry 2:
{
  "formula": "C5H33N3O11",
  "method": "ωB97M-V/def2-TZVPD",
  "spin_multiplicity": 1,
  "lumo_energy_ev": -4.90,
  "charge": 2,
  "largest_force_ha_per_bohr": 0.0728,
  "orbital_gap_ev": 10.31,
  "elements": ["C", "C", "C", "C", "N", "C", "N", "N", "H", "H", "H", "H", "H", "H", "H", "H", "H", "H", "H", "H", "H", "O", "H", "H", "O", "H", "H", "O", "H", "H", "O", "H", "H", "O", "H", "H", "O", "H", "H", "O", "H", "H", "O", "H", "H", "O", "H", "H", "O", "H", "H", "O"],
  "xyz": [[-0.610, -2.385, -0.448], [-0.559, -1.012, 0.209], [0.777, -0.434, 0.334], [1.827, -0.865, 1.155], [2.876, 0.045, 0.996], [2.488, 1.026, 0.135], [1.219, 0.711, -0.310], [-0.610, -2.250, -1.950], [0.341, -3.014, -0.161], [-1.541, -2.926, -0.112], [-1.305, -0.327, -0.334], [-1.030, -1.030, 1.281], [1.900, -1.758, 1.850], [3.714, 0.126, 1.565], [3.111, 1.858, -0.209], [0.645, 1.246, -0.956], [-1.342, -1.607, -2.186], [0.286, -1.838, -2.298], [-0.677, -3.167, -2.389], [-0.399, 3.970, -0.637], [-0.181, 3.179, 0.651], [-0.402, 3.079, -0.304], [1.786, -3.704, -3.023], [1.508, -4.921, -2.138], [1.166, -4.071, -2.341], [2.231, -0.986, -4.014], [1.123, -0.108, -3.348], [1.459, -1.043, -3.520], [0.685, 4.110, 2.690], [1.096, 2.647, 2.502], [0.401, 3.260, 2.242], [-1.900, 2.287, -0.369], [-3.502, 2.449, -0.454], [-2.745, 1.783, -0.501], [-2.505, 0.668, -1.800], [-2.875, 0.291, -3.205], [-2.189, 0.167, -2.554], [0.340, 2.013, -3.447], [-0.685, 0.888, -2.892], [0.247, 1.235, -2.841], [-0.632, 1.888, 3.197], [-1.373, 0.655, 2.689], [-0.639, 0.963, 3.221], [0.242, -3.425, 3.124], [-0.282, -2.084, 3.285], [0.174, -2.652, 2.654], [2.366, 1.489, 3.940], [1.075, 0.883, 3.116], [2.020, 1.256, 3.031], [-2.817, 0.821, 0.939], [-3.571, 0.354, 2.219], [-2.734, 0.258, 1.716]],
  "forces_ev_per_angstrom": [[1.17, -1.69, 1.09], [-2.77, 0.67, 1.09], [2.61, 0.13, 0.93], [0.11, -0.20, -0.13], [-1.54, 0.78, -1.81], [-1.08, -1.54, -0.19], [2.14, -0.24, 1.81], [0.95, 0.03, 1.08], [-2.09, 1.16, -0.59], [1.04, 0.48, -0.61], [1.36, -0.79, 0.68], [0.95, -0.42, -2.25], [-0.22, 1.58, -1.13], [-0.34, -0.26, -0.19], [-0.50, -0.43, 0.28], [0.30, 0.32, -0.23], [-0.91, 0.41, -0.68], [-0.29, -0.35, 0.05], [-0.06, 0.02, -0.13], [-0.05, 0.63, -0.41], [0.23, 0.00, 0.06], [-0.18, -0.54, 0.33], [-0.81, -0.50, 0.85], [0.48, -1.34, 0.28], [0.54, 1.57, -1.23], [2.17, 0.16, -1.40], [0.59, -1.04, -0.40], [-2.68, 0.69, 1.86], [-0.70, -1.20, -0.86], [0.81, -0.69, 0.04], [0.04, 2.40, 0.77], [-0.18, 0.29, -0.19], [1.54, -1.25, -0.16], [-1.43, 1.32, 0.18], [-0.35, 0.73, 0.91], [-0.38, -0.11, -0.66], [0.50, -0.73, -0.52], [-0.32, -1.01, 0.74], [0.36, 0.50, -0.19], [-0.23, 0.86, -0.74], [-0.31, 2.35, -0.09], [-0.84, -0.09, -0.45], [1.09, -2.40, 0.76], [0.40, -3.34, 1.64], [-0.04, 0.32, -0.04], [-0.51, 2.77, -1.31], [-0.86, -0.54, -1.33], [1.21, 0.35, 0.38], [-0.45, 0.33, 1.81], [-0.20, 0.34, -0.43], [0.71, -0.12, -0.42], [-1.01, -0.38, 1.16]],
  "mulliken_charge": [-0.789, 0.813, 0.331, -0.724, 0.026, -0.474, 0.706, 0.101, 0.295, 0.422, -0.888, 0.327, 0.392, 0.300, 0.421, 0.069, 0.226, 0.100, 0.499, 0.270, 0.386, -0.613, 0.277, 0.278, -0.549, 0.322, 0.384, -0.680, 0.320, 0.401, -0.747, 0.378, 0.293, -0.826, 0.348, 0.281, -0.654, 0.295, 0.350, -0.743, 0.332, 0.364, -0.726, 0.254, 0.256, -0.497, 0.271, 0.439, -0.660, 0.418, 0.301, -0.679]
}

=====

Entry 3:
{
  "formula": "C5H33NO11",
  "method": "ωB97M-V/def2-TZVPD",
  "spin_multiplicity": 1,
  "lumo_energy_ev": 0.03,
  "largest_force_ha_per_bohr": 0.0398,
  "smiles": "C=C(CC)NC.O.O.O.O.O.O.O.O.O.O.O",
  "orbital_gap_ev": 9.15,
  "elements": ["C", "C", "C", "C", "N", "C", "H", "H", "H", "H", "H", "H", "H", "H", "H", "H", "H", "O", "H", "H", "O", "H", "H", "O", "H", "H", "O", "H", "H", "O", "H", "H", "O", "H", "H", "O", "H", "H", "O", "H", "H", "O", "H", "H", "O", "H", "H", "O", "H", "H"],
  "xyz": [[-2.240, 1.758, -0.956], [-1.237, 0.954, -1.318], [0.262, 1.164, -1.069], [0.506, 2.395, -0.180], [-1.450, -0.283, -1.984], [-0.573, -0.586, -3.126], [-3.266, 1.643, -1.258], [-1.937, 2.664, -0.456], [0.867, 0.266, -0.902], [0.704, 1.328, -2.065], [0.856, 3.177, -0.847], [-0.326, 2.643, 0.465], [1.137, 2.281, 0.744], [-2.372, -0.500, -2.349], [0.462, -0.714, -2.820], [-0.600, 0.041, -4.012], [-0.667, -1.626, -3.465], [-2.089, -1.507, 2.757], [-2.208, -1.302, 1.814], [-2.169, -2.461, 2.863], [-1.423, 2.757, -3.973], [-2.252, 2.942, -3.506], [-0.985, 2.366, -3.199], [3.222, -0.260, -2.069], [3.450, 0.195, -2.884], [3.996, -0.179, -1.509], [0.792, -1.979, 3.270], [1.211, -1.604, 2.490], [-0.156, -1.820, 3.220], [1.321, -2.901, -2.463], [1.758, -2.206, -2.969], [1.860, -3.651, -2.751], [-2.540, 1.197, 3.093], [-2.456, 0.619, 3.868], [-2.628, 0.417, 2.522], [-3.137, -1.003, 0.253], [-2.904, -0.460, -0.516], [-4.071, -1.187, 0.343], [0.635, 1.104, 3.469], [0.431, 0.214, 3.795], [-0.067, 1.309, 2.853], [3.758, -1.425, 0.361], [3.367, -0.698, 0.864], [2.904, -1.749, 0.030], [0.584, -2.192, 0.357], [0.698, -2.754, -0.421], [-0.159, -1.605, 0.177], [2.788, 1.971, 2.277], [2.372, 2.293, 3.079], [2.623, 1.036, 2.204]],
  "forces_ev_per_angstrom": [[1.09, 0.57, -0.07], [0.37, -1.48, -0.54], [-0.42, 0.81, -0.34], [0.91, -0.77, 1.35], [0.37, -0.31, -1.35], [1.26, -1.61, 0.13], [-0.21, -0.23, -0.07], [-0.53, 0.00, 0.21], [-0.70, -0.19, 0.99], [-0.23, 0.65, 0.05], [-0.11, 0.56, 0.66], [-0.96, 0.52, -0.86], [0.78, -0.36, -1.63], [-0.30, 0.66, 0.47], [0.09, 0.87, 0.34], [-0.38, 0.55, 0.13], [-0.99, 0.21, 0.12], [0.29, -0.09, 0.33], [-0.16, -0.47, -0.16], [-0.13, 0.04, -0.23], [-0.29, -0.21, 0.96], [-0.16, 0.26, -0.61], [0.44, 0.04, -0.45], [-0.36, 0.09, -0.65], [0.02, 0.11, -0.02], [0.16, -0.24, 0.40], [0.40, 0.08, 0.83], [-0.39, -0.24, -0.21], [-0.07, 0.12, -0.51], [0.57, -0.47, -0.51], [-0.06, 0.44, 0.37], [-0.29, -0.27, 0.35], [0.07, -1.21, 0.07], [0.11, 0.82, 0.65], [-0.24, 0.79, -0.73], [0.65, -0.24, 0.37], [-0.51, -0.27, 0.52], [-0.24, 0.29, -0.39], [-0.02, -0.49, 0.43], [0.14, 0.14, -0.04], [-0.52, 0.13, -0.07], [-1.05, 0.37, 0.19], [0.75, 0.20, 0.27], [0.32, -0.55, -0.36], [0.21, 0.06, 0.22], [-0.14, 0.26, -0.18], [-0.01, -0.14, -0.33], [1.11, 0.89, -0.75], [-0.23, -0.55, 0.08], [-0.42, -0.12, 0.56]],
  "mulliken_charge": [-0.888, -0.095, 0.498, -1.291, -0.210, -0.747, 0.443, 0.288, 0.094, 0.373, 0.274, 0.339, 0.125, 0.275, -0.126, 0.343, 0.455, -0.736, 0.323, 0.310, -0.688, 0.354, 0.336, -0.499, 0.254, 0.290, -0.634, 0.286, 0.373, -0.547, 0.310, 0.260, -0.643, 0.313, 0.399, -0.632, 0.287, 0.212, -0.598, 0.308, 0.336, -0.727, 0.348, 0.335, -0.576, 0.255, 0.255, -0.647, 0.319, 0.312]
}

=====

Entry 4:
{
  "formula": "C5H34N2O11",
  "method": "ωB97M-V/def2-TZVPD",
  "spin_multiplicity": 1,
  "lumo_energy_ev": 0.03,
  "largest_force_ha_per_bohr": 0.0218,
  "smiles": "CCN[C@H](CN)CO.O.O.O.O.O.O.O.O.O.O",
  "orbital_gap_ev": 9.53,
  "elements": ["C", "C", "N", "C", "C", "N", "C", "O", "H", "H", "H", "H", "H", "H", "H", "H", "H", "H", "H", "H", "H", "H", "O", "H", "H", "O", "H", "H", "O", "H", "H", "O", "H", "H", "O", "H", "H", "O", "H", "H", "O", "H", "H", "O", "H", "H", "O", "H", "H", "O", "H", "H"],
  "xyz": [[-3.080, -0.183, 3.022], [-1.624, -0.521, 2.726], [-0.842, 0.499, 1.987], [-0.688, 0.205, 0.541], [0.379, 1.129, -0.079], [0.876, 0.547, -1.334], [-2.025, 0.178, -0.187], [-1.953, -0.145, -1.594], [-3.579, 0.084, 2.082], [-3.198, 0.608, 3.747], [-3.583, -1.046, 3.466], [-1.091, -0.653, 3.680], [-1.603, -1.486, 2.229], [-1.327, 1.393, 2.109], [-0.208, -0.772, 0.598], [1.157, 1.144, 0.676], [-0.002, 2.143, -0.224], [1.869, 0.665, -1.464], [0.547, -0.396, -1.523], [-2.558, 1.122, -0.069], [-2.644, -0.627, 0.202], [-1.523, 0.562, -2.081], [-1.787, 4.126, -1.081], [-1.384, 4.988, -1.202], [-1.549, 3.612, -1.854], [-1.172, -2.562, -2.379], [-1.736, -1.780, -2.262], [-1.125, -2.848, -3.292], [0.033, 2.999, -2.853], [0.571, 2.880, -3.645], [0.341, 2.283, -2.269], [3.651, -0.838, -0.795], [4.604, -0.977, -0.871], [3.420, -1.524, -0.139], [2.507, -2.646, 1.058], [2.015, -3.017, 0.298], [3.092, -3.381, 1.274], [2.877, -2.510, -2.761], [3.085, -1.695, -2.263], [2.604, -2.254, -3.646], [-4.164, 3.153, 0.124], [-3.257, 3.287, 0.416], [-4.065, 3.357, -0.815], [1.890, -0.532, 3.053], [1.011, -0.179, 2.818], [1.969, -1.257, 2.411], [3.953, 1.113, 2.127], [3.709, 0.900, 1.212], [3.150, 0.840, 2.612], [0.951, -3.497, -0.967], [1.496, -3.099, -1.667], [0.008, -3.394, -1.155]],
  "forces_ev_per_angstrom": [[-0.01, -0.25, -0.49], [0.32, 0.23, 1.00], [-0.80, 0.23, -0.49], [0.46, 0.23, 0.68], [-0.31, -1.02, 0.34], [-0.49, 0.84, -0.53], [-0.06, -0.46, -0.62], [-0.09, 0.20, 0.33], [-0.18, 0.03, 0.36], [0.11, 0.50, 0.05], [0.02, -0.06, -0.18], [-0.23, -0.20, -0.14], [0.30, -0.06, -0.35], [0.32, -0.16, -0.03], [-0.19, -0.37, -0.63], [0.32, 0.32, 0.11], [-0.05, 0.07, 0.05], [0.00, -0.43, 0.22], [0.35, 0.18, 0.19], [-0.01, 0.09, 0.13], [-0.07, 0.11, 0.23], [0.16, 0.15, 0.02], [-0.46, -0.02, 0.51], [0.12, 0.01, -0.10], [0.43, 0.06, -0.40], [0.14, -0.43, 0.23], [0.14, 0.10, -0.24], [-0.30, 0.20, -0.08], [0.17, -0.12, -0.15], [-0.22, 0.11, 0.04], [0.06, -0.30, -0.08], [0.54, -0.14, 0.05], [0.02, 0.33, -0.13], [-0.49, 0.12, 0.35], [0.60, -0.16, -0.25], [-0.90, 0.02, -0.04], [0.12, 0.11, 0.40], [-0.19, -0.05, -0.07], [0.10, -0.04, -0.02], [0.03, 0.06, -0.02], [0.05, -0.21, -0.20], [0.04, 0.20, 0.13], [-0.19, 0.07, 0.14], [-0.76, -0.11, -0.43], [0.09, 0.29, 0.25], [0.41, -0.08, 0.18], [-0.42, 0.08, -0.43], [0.27, 0.05, 0.28], [0.38, -0.22, 0.00], [0.53, -0.34, 0.71], [-0.40, -0.11, -0.43], [0.23, 0.36, -0.42]],
  "mulliken_charge": [-1.253, -0.387, -0.396, 0.596, -0.279, -0.480, -0.630, -0.578, 0.292, 0.374, 0.379, 0.419, 0.269, 0.278, 0.183, -0.037, 0.271, 0.198, 0.175, 0.220, 0.285, 0.308, -0.617, 0.274, 0.302, -0.623, 0.346, 0.240, -0.700, 0.255, 0.416, -0.697, 0.332, 0.375, -0.682, 0.443, 0.271, -0.721, 0.414, 0.332, -0.638, 0.266, 0.326, -0.794, 0.377, 0.363, -0.671, 0.301, 0.366, -0.682, 0.332, 0.289]
}